1.
{"formula": "C14H15HgNTe", "method": "wB97M-V/def2-TZVPD", "species": ["C", "C", "C", "C", "C", "Hg", "C", "C", "C", "N", "H", "H", "H", "H", "H", "H", "H", "H", "H", "H", "Te", "C", "C", "C", "C", "C", "C", "H", "H", "H", "H", "H"], "coordinates": [[0.04, -1.55, -3.31], [-1.28, -1.65, -2.79], [-1.20, -2.25, -1.50], [0.17, -2.50, -1.21], [0.94, -2.06, -2.33], [-0.10, 0.77, -0.32], [-0.85, 1.92, -2.12], [0.52, 2.09, -2.63], [0.78, 2.60, -3.88], [1.48, 1.74, -1.72], [-2.04, -2.49, -0.85], [-2.20, -1.43, -3.33], [0.56, -2.97, -0.31], [2.01, -2.21, -2.46], [0.31, -1.24, -4.32], [-1.56, 1.36, -2.73], [2.39, 1.44, -2.07], [-1.29, 2.74, -1.56], [-0.07, 2.87, -4.50], [1.81, 2.68, -4.19], [-2.14, 0.26, 1.38], [-0.72, 0.12, 2.89], [-1.16, 0.77, 4.07], [-0.43, 0.59, 5.24], [0.76, -0.15, 5.25], [1.24, -0.70, 4.05], [0.52, -0.56, 2.85], [-2.07, 1.36, 4.06], [-0.82, 1.02, 6.17], [1.31, -0.29, 6.19], [2.18, -1.26, 4.06], [0.90, -0.98, 1.92]], "spin_multiplicity": 1, "total_charge": -2, "e_lumo_ha": 0.1647, "e_tot_ha": -1018.5039, "orbital_gap_ha": 0.1531}

=====

2.
{"formula": "C14H15N", "method": "wB97M-V/def2-TZVPD", "species": ["C", "C", "C", "C", "C", "C", "C", "C", "C", "C", "C", "C", "C", "C", "H", "H", "H", "H", "H", "H", "H", "H", "H", "H", "H", "H", "H", "H", "H", "N"], "coordinates": [[1.14, -3.82, -3.84], [1.03, -3.00, -2.51], [0.31, -1.67, -2.89], [0.24, -0.74, -1.66], [-0.96, -0.28, -1.07], [-0.97, 0.46, 0.15], [-2.15, 0.59, 0.95], [-2.34, 1.32, 2.08], [-1.15, 2.04, 2.50], [-1.02, 2.90, 3.65], [0.30, 3.26, 4.00], [1.52, 2.80, 3.30], [1.30, 2.19, 2.01], [0.07, 1.69, 1.72], [0.00, -3.65, -4.47], [1.25, -4.96, -3.72], [1.97, -3.47, -4.59], [2.05, -2.64, -2.17], [0.64, -3.59, -1.57], [-0.72, -1.83, -3.32], [1.09, -1.15, -3.66], [1.10, -0.22, -1.37], [-1.94, -0.65, -1.31], [-2.86, -0.14, 0.57], [-3.28, 1.32, 2.64], [-1.92, 3.22, 4.29], [0.45, 3.92, 4.85], [2.56, 3.17, 3.53], [2.18, 1.90, 1.25], [0.11, 1.03, 0.62]], "spin_multiplicity": 1, "total_charge": 0, "relative_energy_kcal_mol": 66.34, "smiles": "CCC/C=C/c1ccc2ccccc2n1", "e_lumo_ha": -0.0017, "e_tot_ha": -597.1059, "orbital_gap_ha": 0.2917}

=====

3.
{"formula": "C14H15N3O2", "method": "wB97M-V/def2-TZVPD", "species": ["C", "C", "O", "C", "C", "N", "C", "C", "C", "H", "H", "H", "C", "O", "N", "C", "C", "C", "C", "N", "C", "H", "H", "H", "H", "H", "H", "C", "H", "H", "H", "H", "H", "H"], "coordinates": [[-4.93, -1.48, -0.37], [-4.38, -0.09, -0.18], [-5.12, 0.88, -0.16], [-2.94, 0.07, -0.02], [-2.36, 1.32, 0.25], [-1.03, 1.16, 0.33], [-0.70, -0.17, 0.16], [-1.87, -0.88, -0.06], [-1.93, -2.34, -0.32], [-0.92, -2.75, -0.30], [-2.38, -2.55, -1.29], [-2.51, -2.84, 0.45], [0.68, -0.66, 0.19], [0.97, -1.82, 0.43], [1.62, 0.31, -0.07], [3.00, 0.19, -0.07], [3.69, -0.93, 0.38], [5.08, -0.91, 0.35], [5.73, 0.22, -0.14], [5.08, 1.29, -0.57], [3.76, 1.27, -0.54], [3.28, 2.17, -0.90], [6.80, 0.27, -0.18], [5.64, -1.76, 0.69], [3.15, -1.79, 0.75], [1.28, 1.19, -0.44], [-0.40, 1.89, 0.62], [-3.01, 2.64, 0.42], [-3.51, 2.94, -0.50], [-3.78, 2.58, 1.18], [-2.27, 3.40, 0.70], [-4.54, -1.91, -1.29], [-4.65, -2.11, 0.46], [-6.01, -1.42, -0.44]], "spin_multiplicity": 1, "total_charge": 0, "relative_energy_kcal_mol": 0.00, "smiles": "CC(=O)c1c(C)[nH]c(C(=O)Nc2cccnc2)c1C", "e_lumo_ha": 0.0127, "e_tot_ha": -857.2714, "orbital_gap_ha": 0.3272}

=====

- Which formula does entry 1 have?
  C14H15HgNTe